i) Entry from the Open Molecules 2025 dataset: a single C2H3N3O2S molecule (wB97M-V/def2-TZVPD).

The calculation puts the LUMO energy at 0.1 eV. Its SMILES is Nn1c(=S)[nH]oc1=O.

Geometry as ORCA input:
```
! wB97M-V def2-TZVPD RIJCOSX def2/J DEFGRID3
* xyz 0 1
C -1.052 -0.601 0.033
C 1.347 -0.217 0.005
H -0.272 2.311 0.884
H 0.245 2.068 -0.880
H -0.580 -2.544 0.445
N -0.383 1.757 -0.038
N 0.085 0.331 0.195
N -0.290 -1.751 -0.172
O 1.056 -1.570 -0.017
O 2.446 0.374 -0.284
S -2.602 -0.159 -0.171
*
```

***

ii) Entry from the Open Molecules 2025 dataset: a single C2H3N3O2S molecule (wB97M-V/def2-TZVPD).

The calculation puts the LUMO energy at 0.2 eV. Its SMILES is [H]/N=c1\[nH]o/c(=N/S)o1.

Geometry as ORCA input:
```
! wB97M-V def2-TZVPD RIJCOSX def2/J DEFGRID3
* xyz 0 1
C -0.871 0.751 0.018
C 0.960 -0.431 0.008
H -2.559 -1.533 0.481
H 2.074 1.404 -0.055
H 2.886 -1.416 -0.171
N -2.126 0.898 -0.010
N 1.206 0.916 0.335
N 1.785 -1.355 -0.412
O 0.094 1.706 -0.380
O -0.338 -0.554 0.327
S -3.112 -0.387 -0.141
*
```

***

Which of them is the least stable? Correct choice: ii).

***

i) Entry from the Open Molecules 2025 dataset: 9 unconnected molecules or ions with the total composition FH16O8 (wB97M-V/def2-TZVPD).

The calculation puts the LUMO energy at 3.3 eV.

Geometry as ORCA input:
```
! wB97M-V def2-TZVPD RIJCOSX def2/J DEFGRID3
* xyz -1 1
F 0.099 -0.110 -0.169
O -1.994 -0.432 1.249
H -2.220 -1.361 1.463
H -1.273 -0.312 0.606
O -2.066 2.054 -0.469
H -1.681 1.277 -0.144
H -1.625 2.182 -1.307
O 1.063 0.266 -2.359
H 0.624 0.195 -1.488
H 0.801 -0.421 -2.897
O 2.050 -1.773 -0.440
H 1.354 -1.157 -0.180
H 1.582 -2.579 -0.608
O 1.724 1.690 0.900
H 1.200 1.034 0.430
H 2.279 2.069 0.194
O -1.015 -1.835 -2.048
H -0.570 -1.246 -1.382
H -1.293 -1.165 -2.659
O -0.488 2.643 2.067
H 0.177 2.162 1.591
H -0.907 1.884 2.432
O 0.576 -1.671 2.110
H 1.380 -2.184 1.799
H 0.224 -1.212 1.308
*
```

***

ii) Entry from the Open Molecules 2025 dataset: 9 unconnected molecules or ions with the total composition FH16O8 (wB97M-V/def2-TZVPD).

The calculation puts the LUMO energy at 3.4 eV.

Geometry as ORCA input:
```
! wB97M-V def2-TZVPD RIJCOSX def2/J DEFGRID3
* xyz -1 1
F 0.199 0.018 -0.286
O -1.994 -1.247 0.351
H -1.226 -0.723 0.128
H -2.704 -0.694 0.146
O 2.079 -1.694 -1.331
H 2.603 -1.304 -1.958
H 1.601 -1.116 -0.781
O -1.268 2.034 -0.347
H -0.748 1.246 -0.375
H -0.960 2.463 -1.112
O -0.465 -0.949 -2.545
H -0.171 -0.614 -1.640
H -1.362 -1.245 -2.583
O 0.819 -1.902 1.434
H 1.076 -2.574 0.805
H 0.639 -1.124 0.914
O 0.920 1.454 1.663
H 0.110 1.559 2.117
H 0.731 0.969 0.880
O 2.091 1.653 -1.119
H 1.993 2.515 -0.660
H 1.353 1.170 -0.786
O -1.476 0.282 2.374
H -2.187 0.202 3.010
H -1.643 -0.382 1.694
*
```

***

Which of them is the least stable? Correct choice: ii).

***

i) Entry from the Open Molecules 2025 dataset: a molecular structure, C29H28Br2FKN11O4S3Se2 (wB97M-V/def2-TZVPD).

The calculation puts the LUMO energy at 1.2 eV.

Geometry as ORCA input:
```
! wB97M-V def2-TZVPD RIJCOSX def2/J DEFGRID3
* xyz -1 1
K 11.709 11.492 15.760
C 7.917 8.045 14.563
Se 8.704 9.691 13.796
C 9.947 8.921 12.468
C 10.734 7.682 12.886
Se 12.552 8.043 13.671
C 12.656 6.820 15.196
H 8.048 7.261 13.818
H 6.902 8.180 14.910
H 8.503 7.808 15.461
H 10.667 9.769 12.364
H 9.395 8.814 11.560
H 11.026 7.151 11.945
H 10.181 6.989 13.514
H 12.050 5.948 14.892
H 12.130 7.320 16.014
H 13.732 6.630 15.445
Br 18.527 11.409 18.625
C 16.905 11.251 17.729
C 15.868 10.539 18.359
C 14.666 10.511 17.738
N 14.459 11.014 16.505
C 15.457 11.579 15.881
C 16.734 11.780 16.493
C 15.231 12.022 14.533
C 16.339 12.257 13.686
C 16.106 12.719 12.412
Br 17.461 12.712 11.084
C 14.795 13.052 12.057
C 13.756 12.757 12.931
N 13.978 12.176 14.090
H 15.914 10.131 19.353
H 13.817 10.081 18.238
H 17.591 12.353 16.039
H 17.345 11.944 13.928
H 14.609 13.618 11.131
H 12.739 12.988 12.627
S 7.769 5.905 19.728
C 8.447 7.425 19.856
S 9.299 8.140 18.508
C 9.821 9.493 19.496
N 9.501 9.311 20.793
N 8.587 8.288 20.911
C 7.959 8.126 22.213
C 8.580 8.803 23.284
C 8.049 8.653 24.558
C 6.993 7.789 24.807
C 6.361 7.132 23.725
C 6.822 7.326 22.417
S 10.730 10.666 18.771
H 9.419 9.495 22.991
H 8.487 9.217 25.410
H 6.512 7.683 25.805
H 5.511 6.487 23.872
H 6.460 6.777 21.557
F 7.915 14.674 8.466
C 8.579 15.342 9.424
C 8.899 14.816 10.639
N 9.223 15.612 11.706
C 9.162 15.047 13.066
C 9.984 13.771 13.360
O 10.182 12.925 12.429
O 10.314 13.633 14.552
C 9.435 17.011 11.598
O 9.489 17.760 12.544
N 9.517 17.424 10.222
C 8.771 16.788 9.202
O 8.380 17.428 8.215
H 9.028 13.729 10.816
H 8.098 14.818 13.320
H 9.462 15.868 13.716
H 9.524 18.450 10.186
N 11.323 15.433 19.196
N 11.910 15.505 17.974
N 12.573 16.619 17.523
C 13.107 16.180 16.345
N 12.960 14.874 16.227
N 12.176 14.450 17.186
H 11.184 16.358 19.595
H 10.740 14.596 19.423
H 13.735 16.719 15.661
*
```

***

ii) Entry from the Open Molecules 2025 dataset: a molecular structure, C29H28Br2FKN11O4S3Se2 (wB97M-V/def2-TZVPD).

The calculation puts the LUMO energy at 1.4 eV.

Geometry as ORCA input:
```
! wB97M-V def2-TZVPD RIJCOSX def2/J DEFGRID3
* xyz -1 1
K -0.793 -0.661 -0.435
C 0.635 3.168 1.793
Se -1.201 3.813 1.509
C -0.984 5.810 1.539
C -1.100 6.396 0.181
Se -2.955 6.159 -0.640
C -3.320 7.959 -1.333
H 0.598 2.908 2.864
H 1.330 3.971 1.551
H 0.779 2.219 1.178
H -0.139 6.124 2.160
H -1.911 5.964 2.114
H -0.580 5.733 -0.545
H -0.892 7.442 -0.052
H -2.983 8.673 -0.618
H -4.373 8.024 -1.681
H -2.698 8.041 -2.185
Br -3.138 4.747 -5.925
C -2.763 3.475 -4.550
C -1.822 3.796 -3.589
C -1.343 2.766 -2.744
N -1.756 1.492 -2.849
C -2.792 1.255 -3.677
C -3.316 2.162 -4.585
C -3.250 -0.101 -3.807
C -3.710 -0.568 -5.056
C -4.264 -1.817 -5.084
Br -5.187 -2.460 -6.622
C -4.192 -2.646 -3.997
C -3.658 -2.122 -2.803
N -3.174 -0.905 -2.726
H -1.444 4.801 -3.528
H -0.564 3.029 -2.032
H -4.275 1.976 -5.020
H -3.588 0.067 -5.902
H -4.467 -3.733 -3.992
H -3.522 -2.752 -1.905
S 4.052 -2.401 5.716
C 2.922 -2.364 4.455
S 1.940 -0.908 3.984
C 0.844 -1.902 3.065
N 1.346 -3.130 2.896
N 2.519 -3.338 3.574
C 3.100 -4.672 3.390
C 2.173 -5.635 2.963
C 2.502 -6.938 3.285
C 3.714 -7.283 3.845
C 4.715 -6.324 4.059
C 4.423 -4.963 3.799
S -0.679 -1.362 2.623
H 1.217 -5.329 2.554
H 1.762 -7.717 3.079
H 3.913 -8.332 4.057
H 5.690 -6.630 4.414
H 5.028 -4.134 4.162
F 4.337 -4.879 0.126
C 4.708 -3.591 0.182
C 3.977 -2.609 -0.373
N 4.288 -1.224 -0.286
C 3.724 -0.294 -1.218
C 2.197 -0.161 -0.999
O 1.567 -1.224 -1.291
O 1.634 0.868 -0.570
C 5.303 -0.754 0.543
O 5.536 0.392 0.910
N 6.085 -1.804 1.045
C 5.931 -3.200 0.934
O 6.731 -3.935 1.492
H 2.956 -2.773 -0.811
H 3.877 -0.602 -2.303
H 4.231 0.612 -1.015
H 6.715 -1.526 1.796
N -4.251 -0.472 2.187
N -4.528 0.316 1.161
N -5.668 1.018 1.169
C -5.393 1.900 0.116
N -4.224 1.650 -0.457
N -3.669 0.603 0.140
H -4.976 -0.788 2.783
H -3.372 -1.028 2.005
H -6.086 2.666 -0.191
*
```

***

Which of them is the least stable? Correct choice: ii).

***

i) Entry from the Open Molecules 2025 dataset: a single C6H9N3O2 molecule (wB97M-V/def2-TZVPD).

The calculation puts the LUMO energy at -0.7 eV. Its SMILES is CCCc1c[nH]c([N+](=O)[O-])n1.

Geometry as ORCA input:
```
! wB97M-V def2-TZVPD RIJCOSX def2/J DEFGRID3
* xyz 0 1
O -0.961 -5.074 -1.705
O 1.122 -4.990 -1.138
N 0.746 -2.452 -0.069
C -0.063 -3.108 -0.908
C -0.713 -0.969 -0.844
C 0.335 -1.127 -0.028
N -1.010 -2.207 -1.392
N 0.033 -4.467 -1.263
C 1.246 1.807 -0.659
C 0.954 -0.121 0.862
C 0.584 1.329 0.586
H -1.262 -0.046 -1.033
H -1.736 -2.401 -2.080
H 2.332 1.851 -0.551
H 1.072 1.113 -1.483
H 0.863 2.765 -0.928
H 2.051 -0.193 0.867
H 0.627 -0.318 1.912
H 0.906 1.982 1.411
H -0.481 1.495 0.506
*
```

***

ii) Entry from the Open Molecules 2025 dataset: a single C6H9N3O2 molecule (wB97M-V/def2-TZVPD).

The calculation puts the LUMO energy at 0.8 eV. Its SMILES is N[C@@H](Cc1c[nH]cn1)C(=O)O.

Geometry as ORCA input:
```
! wB97M-V def2-TZVPD RIJCOSX def2/J DEFGRID3
* xyz 0 1
C -0.755 -0.831 -1.102
C 0.536 -1.613 -1.190
C -0.282 0.608 -1.032
C 0.128 0.934 0.330
C -0.538 1.661 1.290
C 1.337 0.730 2.090
H -2.546 -0.798 -0.090
H -1.755 -2.178 -0.273
H -1.213 -0.831 -2.087
H -1.082 1.209 -1.348
H 0.651 0.856 -1.644
H -1.318 2.361 1.192
H 2.288 0.666 2.615
H 0.139 2.050 3.264
H 2.092 -1.777 -2.474
N -1.635 -1.277 0.011
N 1.260 0.328 0.792
N 0.293 1.544 2.371
O 1.087 -2.410 -0.419
O 1.316 -1.228 -2.296
*
```

***

Which of them is the least stable? Correct choice: i).